The following is a quantum chemistry calculation of 9 unconnected molecules or ions with the total composition C37H98N6O14 at a distorted geometry, from OMol25.

CARTESIAN COORDINATES (ANGSTROEM)
H 1.09 -12.83 12.43
H 15.35 -15.80 6.07
H 0.98 -5.71 9.12
H -4.20 -15.31 7.42
H -11.70 -20.75 15.98
H 14.41 -17.21 6.47
H -2.99 -14.33 18.89
H -10.41 -19.86 21.18
H 10.73 -12.29 6.91
H -3.16 -16.93 8.38
H -2.28 -16.44 6.11
N 2.71 -4.99 8.22
C 12.35 -2.32 14.14
H -0.24 -3.15 12.33
H -8.91 -21.63 15.23
N 10.65 -4.08 14.00
O 13.23 -1.52 13.40
H -9.58 -1.73 5.82
H -0.33 -8.47 7.71
H 1.00 -3.91 8.87
H 7.13 -15.17 7.61
H 15.69 -16.63 7.58
O 8.78 -14.02 7.73
N -9.80 -19.95 16.09
H 2.73 -3.63 10.58
H -0.40 -13.03 13.25
H -11.20 -2.15 5.13
H -8.26 -17.54 7.38
C 3.66 -17.79 15.87
H -8.54 -8.08 8.22
C -5.67 -19.42 15.46
H 2.90 -18.50 16.18
H -8.41 -15.85 6.92
O 8.68 -7.29 13.54
H -5.98 -17.50 6.25
O 3.80 -17.60 14.46
H -5.03 -19.74 16.29
O -10.62 -19.97 19.01
C 9.32 -12.94 8.50
C 12.68 -0.40 12.83
H 11.71 -0.67 12.39
C 9.13 -6.08 14.14
H -9.16 -3.37 7.26
C -1.11 -14.25 18.50
C -4.33 -16.28 6.93
H -9.67 -5.86 7.94
O -6.62 -16.29 7.87
H 4.54 -18.33 16.22
C 14.08 -14.39 8.08
H -11.51 -18.81 20.51
H 9.60 -4.88 12.36
H -4.67 -17.11 8.57
H 13.43 -12.34 8.38
H -8.88 -5.32 5.18
C -0.55 -7.74 6.93
C -10.94 -20.63 16.75
H 12.91 -13.08 6.88
H -0.34 -12.54 11.49
C 2.18 -4.57 10.55
H -0.93 -14.27 19.58
H 14.24 -14.53 9.15
H -9.97 -3.78 3.63
H 3.27 -4.14 8.19
N 11.66 -13.61 8.38
H -12.42 -20.31 18.17
H -8.51 -16.20 8.60
H -0.27 -8.30 6.04
C -3.32 -16.44 5.79
C 10.75 -12.56 7.97
H -6.13 -15.84 5.83
H -10.65 -0.59 2.04
H 7.42 -14.45 9.22
H 12.47 -4.10 12.90
H -0.11 -3.24 10.51
C 11.69 -3.41 13.22
H -9.73 -20.55 14.09
H 3.57 -16.82 16.35
C -7.84 -19.84 14.62
C -11.12 -19.82 20.36
H 7.37 -8.92 13.75
H -11.63 -18.81 17.68
H 11.13 -4.48 14.79
C -10.54 -1.44 2.71
H 11.33 -3.02 12.27
H 11.08 -11.63 8.43
H -7.30 -20.30 13.78
H 7.97 -8.20 15.29
C 2.33 -5.31 6.82
O -6.91 -19.97 15.73
N -9.52 -4.64 5.56
O 0.22 -6.56 6.92
C 14.89 -16.33 6.90
C -5.86 -16.50 6.66
O -2.42 -13.81 18.31
C -9.49 -3.50 4.57
O 13.77 -15.65 7.51
H -1.59 -7.43 6.87
C -7.63 -7.49 8.37
H -8.43 -3.35 4.37
H 6.81 -7.30 14.37
C 7.64 -8.00 14.27
H 1.73 -4.50 6.41
H 1.76 -6.99 5.67
C 1.58 -4.80 9.10
H 3.25 -5.39 6.24
H 11.31 -14.42 7.90
H -11.59 -1.73 2.80
H 9.63 -6.37 15.06
H -9.07 -19.77 16.77
H -7.63 -7.24 9.43
C -11.46 -19.86 17.93
H -8.49 -4.94 8.63
H -0.44 -13.53 18.02
O -7.67 -6.38 7.47
H -10.01 -2.21 2.15
O 0.25 -14.51 11.88
O 1.22 -4.45 11.59
H -11.87 -20.59 20.53
N -3.96 -17.24 7.86
H 2.01 -7.37 7.43
H -10.61 -21.64 17.01
H 6.72 -13.54 7.86
H 13.38 -0.07 12.06
H 12.79 -2.82 15.00
H 10.78 -5.96 12.98
H 8.66 -12.07 8.37
C 7.47 -14.29 8.14
H -8.22 -18.85 14.39
H 2.81 -5.43 10.77
H 1.06 -14.79 12.31
C 13.04 -13.26 7.95
C -10.13 -2.11 4.97
H 11.55 -1.72 14.55
C -8.76 -4.25 6.76
H 1.07 -2.44 11.53
H -3.50 -15.60 5.12
C -8.69 -5.45 7.69
H -1.02 -15.27 18.13
H -5.57 -18.33 15.40
H 12.53 0.47 13.46
H 9.41 -13.20 9.55
H 3.48 -18.41 14.06
C 0.07 -13.18 12.27
H 14.98 -13.92 7.69
H 8.24 -5.47 14.34
H -3.57 -17.35 5.24
C -9.11 -20.59 14.98
C 1.60 -6.67 6.70
H -6.76 -8.11 8.21
C 10.05 -5.22 13.30
H -7.80 -3.87 6.41
C 0.41 -3.30 11.47
H -5.21 -19.89 14.60
O -9.93 -1.13 3.96
C -8.01 -16.52 7.68

Results
Kohn-Sham gap: 8.99 eV
relative energy (zero: lowest compared OMol25 entry of this formula, charge and spin): 102.9 kcal/mol
F_max: 0.072 hartree/bohr
structure (SMILES): COC[C@H](C)N.COCCNCCOC.COCCNCCOC.COCCNCCOC.COCCNCCOC.COCCNCCOC.CO.CO.CO
spin multiplicity: 1

Atom charges from the Löwdin analysis, given in e for atoms 1 to 6: 0.07 0.08 0.12 0.13 0.12 0.08

***

The following is a quantum chemistry calculation of a molecular structure, C45H52BrCl7CsN7O3S2Si at a distorted geometry, from OMol25.

CARTESIAN COORDINATES (ANGSTROEM)
H -2.64 1.81 -4.33
H -3.89 0.89 -2.47
H 3.18 4.85 2.40
Cl 1.00 0.40 -3.45
C 6.09 1.18 -3.22
H -4.07 -2.17 0.80
H 1.71 3.88 2.64
H 5.35 2.45 0.27
C -3.78 3.52 0.84
C 3.04 -4.95 -1.00
C 0.55 1.26 5.34
H -3.93 5.70 -0.90
C -4.08 -3.03 1.46
H -2.56 6.56 -0.21
H 5.07 2.32 2.02
H -0.30 6.58 -3.26
H 1.96 -3.68 0.15
H -4.53 3.36 0.07
H 1.31 3.51 -1.98
S -3.38 -0.04 2.19
H 1.24 -7.03 -1.09
H -4.68 3.67 -1.91
H 3.25 3.31 3.30
N -3.37 -2.68 2.65
C -0.73 -3.71 -3.50
C 4.28 1.73 -1.81
C -1.28 -0.17 5.90
O 2.31 -2.52 1.23
N -0.49 -0.04 3.65
H 4.85 -3.47 -3.49
H -1.66 -3.17 5.38
H -0.13 -8.66 0.16
H 1.43 4.85 -3.10
Cl 3.63 -7.15 0.50
O 1.95 -2.58 3.43
H -0.20 -3.62 2.96
S 3.05 2.89 0.88
C -2.92 -3.55 3.61
N 1.92 -4.64 -0.28
C -0.33 -6.02 2.25
C 4.87 2.91 1.13
C 0.05 -7.68 0.57
C -3.17 1.37 -1.81
H -0.29 1.09 7.32
Cl 0.08 -4.20 -6.04
H 1.31 1.97 5.62
C 2.78 3.84 2.48
H 6.28 -5.48 -3.13
H -5.12 -3.28 1.70
H -3.14 -4.60 3.57
O 2.65 1.54 1.28
H -1.48 5.36 -3.70
N -2.19 -1.53 4.10
C 0.41 -5.07 1.56
C -0.36 4.91 -1.90
C -0.33 0.76 6.28
C 0.31 -1.89 -4.65
C -3.31 5.80 -0.01
H -0.19 -3.06 1.27
C 0.73 4.14 -2.65
C -2.76 2.73 -2.38
C -2.67 4.47 0.38
Si -1.64 3.67 -1.09
H -4.57 3.00 -3.53
Cl 1.04 -1.25 -6.09
C 0.20 -1.13 -3.49
C 3.89 -6.05 -0.81
C 0.37 5.73 -0.83
C -1.30 -0.55 4.56
C -0.14 -3.20 -4.65
H 1.16 6.32 -1.29
H -1.98 -0.60 6.60
H 5.65 -7.10 -1.37
H -3.95 6.17 0.79
C -1.79 4.70 1.61
H -3.75 4.51 -3.15
C -0.44 -1.56 -2.32
H -3.61 1.44 -0.82
N 6.88 1.14 -4.07
N 5.33 1.15 -2.20
H 0.33 3.52 -3.44
C -1.03 5.89 -2.86
C -2.92 -1.43 2.94
Cl -1.19 -5.38 -3.46
C -0.89 -2.87 -2.41
C -2.02 2.43 -3.69
H -0.93 5.33 1.40
H 5.21 3.94 1.25
Br -0.39 2.11 -0.01
C -0.49 -7.32 1.79
C 5.38 -5.33 -2.55
C 4.59 -4.22 -2.75
N 3.35 2.24 -1.31
H -1.78 3.34 -4.24
H -2.37 5.18 2.40
C -2.20 -2.85 4.51
Cs 1.83 -0.34 -0.08
H -4.28 3.93 1.72
H -1.06 -8.03 2.38
C 0.35 -3.65 2.02
C -4.02 3.53 -2.76
H -0.80 -5.73 3.18
H -1.43 3.75 2.00
H 1.08 1.19 3.24
C 5.03 -6.24 -1.57
Cl 2.48 -2.66 -2.29
C 0.82 -6.77 -0.13
C 0.42 0.83 4.02
C 1.68 -2.85 2.27
H -0.30 6.41 -0.31
H 0.84 5.07 -0.10
H -2.30 0.71 -1.73
C 1.08 -5.50 0.39
H -1.81 6.46 -2.37
H -3.61 -3.88 0.96
C 3.45 -4.04 -2.00
H -1.11 1.88 -3.49
Cl -1.68 -3.53 -1.01
H -3.36 2.55 1.13

Results
Kohn-Sham gap: 6.29 eV
relative energy (zero: lowest compared OMol25 entry of this formula, charge and spin): 20.4 kcal/mol
F_max: 0.077 hartree/bohr
net charge: -2
spin multiplicity: 1

Atom charges from the Löwdin analysis, given in e for atoms 1 to 6: 0.09 0.09 0.03 0.64 -0.45 0.05

***

Calculated energy, -77550.68222; -251881.64102 eV (same order as the records).